[1]
Computed, not measured: a molecular structure, C29H77FFeO10 at a distorted geometry, with ωB97M-V/def2-TZVPD.

## Properties
HOMO energy (alpha / beta), eV: -12.058 / -12.058
Multiplicity: 6
LUMO energy (alpha / beta), eV: -3.7 / -5.8
Total charge: +1
⟨S²⟩: 8.77
M, g mol⁻¹: 660.8
Energy above the lowest of the compared OMol25 structures with the same formula, charge and spin, kcal per mole: 99.2

XYZ file:
```
118
Properties=species:S:1:pos:R:3:mulliken_charge:R:1
Fe 0.80 -3.56 1.88 0.922
C 1.19 -0.09 -0.83 -1.060
C 0.24 -0.65 0.22 1.108
O 0.72 -1.75 0.97 0.527
H 1.30 -0.60 -1.78 0.459
H 2.19 0.09 -0.42 0.581
H 0.77 0.89 -1.06 0.314
H -0.67 -0.97 -0.30 -0.730
H -0.08 0.20 0.82 -0.866
F -0.30 -4.53 0.59 -0.649
C -2.61 -1.44 -2.32 -0.086
C -4.02 -2.02 -2.55 0.097
C -4.10 -3.00 -3.73 -1.430
O -4.48 -2.65 -1.35 -0.568
H -1.88 -2.24 -2.19 0.197
H -2.76 -0.81 -1.45 -0.057
H -2.28 -0.79 -3.13 -0.099
H -4.74 -1.22 -2.75 0.436
H -3.73 -2.56 -4.66 0.383
H -5.06 -3.52 -3.76 0.358
H -3.46 -3.86 -3.58 0.288
H -3.77 -3.24 -1.08 0.344
C 0.54 -3.95 -2.89 -0.782
C 2.00 -4.23 -2.83 0.275
C 2.82 -2.92 -2.74 -0.785
O 2.18 -4.94 -1.57 -0.542
H 0.03 -4.91 -2.81 0.389
H 0.22 -3.40 -3.77 0.377
H 0.20 -3.35 -2.04 -0.075
H 2.35 -4.78 -3.71 0.240
H 3.90 -3.03 -2.71 0.438
H 2.56 -2.49 -1.77 -0.106
H 2.52 -2.21 -3.51 0.274
H 1.66 -5.75 -1.64 0.340
C 0.22 0.48 -4.21 -0.323
C -0.68 1.53 -4.77 0.226
C -0.67 2.90 -4.01 -0.881
O -0.41 1.82 -6.12 -0.576
H -0.02 -0.48 -4.66 0.215
H -0.04 0.48 -3.15 -0.172
H 1.28 0.66 -4.43 0.371
H -1.69 1.11 -4.71 0.177
H 0.37 3.18 -3.88 0.340
H -0.94 2.85 -2.95 -0.082
H -1.33 3.69 -4.37 0.367
H 0.33 2.44 -6.10 0.397
C 5.36 3.23 -2.19 -1.175
C 5.21 1.77 -2.49 0.216
C 3.74 1.49 -2.92 -0.717
O 6.06 1.33 -3.58 -0.543
H 5.32 3.86 -3.08 0.322
H 6.37 3.36 -1.79 0.373
H 4.69 3.57 -1.40 0.182
H 5.38 1.15 -1.60 0.315
H 3.62 0.44 -3.17 0.322
H 3.44 2.10 -3.78 0.510
H 3.09 1.76 -2.09 -0.189
H 5.73 1.75 -4.38 0.363
C -2.70 1.83 -0.05 -0.958
C -3.15 3.22 0.50 0.496
C -2.93 4.26 -0.61 -1.317
O -4.47 3.09 0.91 -0.570
H -1.64 1.64 -0.21 -0.097
H -3.15 1.78 -1.04 0.654
H -3.09 1.02 0.57 0.400
H -2.55 3.41 1.39 0.065
H -3.54 5.14 -0.41 0.389
H -3.31 3.81 -1.53 0.362
H -1.92 4.62 -0.79 0.229
H -4.98 2.71 0.20 0.393
C 1.56 -1.29 5.36 -1.529
C 1.90 -1.25 3.90 1.785
C 3.29 -0.67 3.57 -1.511
O 1.93 -2.57 3.48 -0.442
H 1.32 -0.28 5.68 0.281
H 2.43 -1.55 5.96 0.556
H 0.71 -1.95 5.53 0.266
H 1.11 -0.70 3.38 -0.789
H 3.48 -0.45 2.52 0.303
H 4.10 -1.25 4.01 0.354
H 3.40 0.33 3.99 0.411
H 2.51 -3.02 4.09 0.304
C 1.38 4.37 -0.20 -0.511
C 1.52 4.17 1.29 0.371
C 2.19 2.90 1.63 -0.744
O 2.40 5.11 1.82 -0.598
H 0.42 4.04 -0.59 -0.172
H 2.22 3.94 -0.76 -0.076
H 1.31 5.40 -0.53 0.491
H 0.57 4.36 1.78 0.157
H 1.71 2.02 1.19 -0.076
H 1.96 2.75 2.68 0.187
H 3.23 2.96 1.30 0.571
H 3.14 5.30 1.23 0.376
C -3.24 0.83 4.15 -1.525
C -1.89 0.52 3.50 1.057
C -0.87 1.67 3.57 -1.020
O -1.39 -0.50 4.25 -0.508
H -3.92 -0.02 4.11 0.360
H -3.68 1.69 3.65 0.350
H -3.11 1.16 5.18 0.416
H -1.98 0.11 2.50 -0.197
H -0.67 2.01 4.58 0.462
H -1.38 2.51 3.11 0.278
H 0.02 1.43 2.97 -0.073
H -1.30 -0.17 5.14 0.346
C -2.07 -4.06 4.74 -1.262
C -1.95 -3.86 3.28 0.687
C -3.13 -3.21 2.60 -1.323
O -0.85 -2.99 3.07 0.426
H -1.95 -3.12 5.27 0.216
H -1.31 -4.80 5.01 0.327
H -3.08 -4.42 4.91 0.439
H -1.88 -4.82 2.77 0.491
H -3.35 -2.17 2.86 0.061
H -4.00 -3.80 2.88 0.498
H -2.98 -3.21 1.52 0.258
H -1.10 -2.12 3.40 -0.327
```


[2]
Computed, not measured: 14 unconnected molecules or ions with the total composition C29H77N9O28 at a distorted geometry, with ωB97M-V/def2-TZVPD.

## Properties
HOMO energy, eV: -9.182
LUMO energy, eV: -0.2
M, g mol⁻¹: 1000.0

XYZ file:
```
143
Properties=species:S:1:pos:R:3:mulliken_charge:R:1
C -22.63 -11.30 -0.52 -0.572
O -23.61 -11.56 0.47 -0.153
C -23.36 -12.71 1.22 -0.341
C -24.33 -12.67 2.41 0.710
O -24.09 -13.78 3.24 -0.328
C -25.04 -13.88 4.27 -0.627
H -21.76 -10.87 0.04 0.076
H -23.08 -10.60 -1.23 0.253
H -22.37 -12.21 -1.08 0.400
H -22.32 -12.72 1.59 -0.025
H -23.54 -13.66 0.65 0.233
H -25.32 -12.74 1.98 -0.308
H -24.22 -11.77 3.06 -0.089
H -25.26 -12.91 4.68 0.302
H -24.68 -14.55 5.08 0.138
H -25.98 -14.32 3.83 0.334
C -24.17 -7.43 7.21 -0.446
O -24.38 -6.02 6.99 -0.404
C -23.15 -5.27 6.69 -0.677
C -22.86 -5.51 5.19 0.555
O -23.93 -5.35 4.29 0.081
C -24.53 -4.05 4.22 -1.055
H -23.94 -7.66 8.21 0.367
H -23.43 -7.89 6.55 0.048
H -25.17 -7.91 7.05 0.194
H -22.35 -5.59 7.31 0.304
H -23.26 -4.26 6.91 0.449
H -22.66 -6.59 5.09 -0.615
H -22.02 -4.89 4.84 0.236
H -25.08 -3.94 3.28 0.241
H -23.69 -3.30 4.30 0.317
H -25.11 -3.78 5.07 0.354
C -19.68 -12.86 8.80 -0.698
O -20.83 -12.44 9.64 -0.032
C -20.55 -12.71 11.00 -0.510
C -21.79 -12.44 11.85 -0.772
O -22.90 -13.34 11.65 -0.282
C -22.78 -14.50 12.41 -0.724
H -19.42 -13.88 9.05 0.390
H -18.75 -12.33 9.08 0.365
H -19.86 -12.73 7.73 0.000
H -19.78 -12.02 11.39 0.329
H -20.02 -13.70 11.11 0.359
H -22.03 -11.44 11.50 0.262
H -21.58 -12.21 12.88 0.533
H -21.73 -14.75 12.52 0.326
H -23.27 -15.36 11.96 0.233
H -23.22 -14.36 13.40 0.258
C -25.00 -15.33 8.59 -0.836
O -24.35 -14.44 7.70 -0.154
C -23.50 -13.46 8.31 -1.008
C -23.07 -12.43 7.36 -0.499
O -22.19 -13.02 6.44 0.034
C -22.05 -12.14 5.34 -0.286
H -25.36 -14.79 9.50 0.274
H -24.33 -16.07 8.99 0.336
H -25.92 -15.75 8.11 0.226
H -22.67 -14.02 8.76 0.187
H -24.02 -13.01 9.09 0.562
H -22.60 -11.56 7.83 0.268
H -23.92 -11.99 6.84 0.522
H -22.93 -12.00 4.76 0.027
H -21.29 -12.51 4.69 0.293
H -21.68 -11.19 5.72 0.099
C -30.04 -8.31 -1.68 -0.735
O -29.41 -9.57 -1.41 -0.408
C -28.22 -9.41 -0.60 -0.168
C -27.85 -10.72 0.00 -0.046
O -28.63 -10.90 1.10 -0.354
C -28.71 -12.24 1.45 -0.440
H -29.33 -7.57 -1.99 0.304
H -30.68 -7.88 -0.87 0.240
H -30.63 -8.59 -2.53 0.293
H -28.49 -8.68 0.18 0.198
H -27.40 -8.85 -1.12 0.164
H -26.74 -10.80 0.23 -0.086
H -28.03 -11.47 -0.75 0.514
H -27.70 -12.55 1.72 -0.058
H -29.19 -12.90 0.75 0.339
H -29.32 -12.30 2.34 0.313
C -19.02 -8.30 8.98 -0.802
N -19.81 -8.08 7.76 0.973
O -20.16 -9.08 7.21 -0.411
O -20.03 -6.99 7.32 -0.570
H -19.56 -9.03 9.61 0.224
H -18.86 -7.31 9.42 0.331
H -18.06 -8.74 8.66 0.256
C -27.33 -7.12 4.13 -0.815
N -26.45 -8.23 3.54 0.854
O -25.93 -8.97 4.36 -0.511
O -26.29 -8.28 2.35 -0.351
H -26.69 -6.30 4.51 0.164
H -28.09 -7.50 4.82 0.324
H -27.86 -6.67 3.30 0.363
C -21.02 -14.90 3.85 -0.576
N -19.82 -14.73 4.79 1.088
O -18.97 -13.91 4.51 -0.544
O -19.79 -15.49 5.77 -0.593
H -21.23 -14.18 3.03 -0.032
H -21.94 -15.05 4.46 0.249
H -20.89 -15.93 3.42 0.388
C -24.10 -6.07 -0.57 -0.509
N -25.14 -7.02 -1.06 1.006
O -24.86 -8.17 -1.07 -0.459
O -26.18 -6.50 -1.39 -0.569
H -23.83 -6.46 0.46 -0.085
H -24.50 -5.08 -0.47 0.301
H -23.28 -6.24 -1.23 0.284
C -20.33 -9.36 -3.01 -0.472
N -20.55 -7.91 -3.63 0.936
O -21.67 -7.48 -3.77 -0.564
O -19.54 -7.32 -3.80 -0.554
H -19.65 -9.18 -2.18 0.265
H -19.82 -9.99 -3.80 0.272
H -21.35 -9.64 -2.70 0.135
C -18.44 -11.45 0.59 -0.925
N -19.28 -12.13 -0.37 0.965
O -19.70 -13.21 -0.04 -0.541
O -19.50 -11.55 -1.43 -0.520
H -17.49 -11.89 0.44 0.440
H -18.77 -11.71 1.57 0.255
H -18.45 -10.41 0.45 0.314
C -19.03 -6.31 3.66 -0.387
N -19.91 -5.26 3.03 0.972
O -20.60 -5.64 2.11 -0.541
O -19.86 -4.12 3.40 -0.581
H -18.72 -6.97 2.85 0.177
H -19.68 -6.81 4.34 0.054
H -18.15 -5.79 4.14 0.292
C -17.79 -10.70 5.37 -0.320
N -17.06 -9.72 4.62 0.939
O -16.82 -9.95 3.45 -0.556
O -16.99 -8.59 5.13 -0.578
H -18.80 -10.39 5.26 0.009
H -17.53 -10.67 6.41 0.216
H -17.56 -11.62 4.87 0.296
C -22.67 -8.45 2.16 -0.131
N -21.46 -8.92 2.93 0.889
O -21.45 -8.96 4.13 -0.357
O -20.51 -9.20 2.21 -0.541
H -22.42 -8.21 1.11 0.428
H -23.01 -7.53 2.79 -0.448
H -23.40 -9.24 2.29 0.082
```


[3]
Computed, not measured: a molecular structure, C29H78BeN7O10 at a distorted geometry, with ωB97M-V/def2-TZVPD.

## Properties
HOMO energy (alpha / beta), eV: -6.479 / -8.234
Multiplicity: 2
LUMO energy (alpha / beta), eV: 0.6 / -0.3
⟨S²⟩: 0.75
M, g mol⁻¹: 694.0

XYZ file:
```
125
Properties=species:S:1:pos:R:3:mulliken_charge:R:1
Be -0.66 3.51 1.33 1.749
O 0.35 -0.55 0.20 1.479
C 0.28 0.65 0.81 -0.812
O -0.66 0.92 1.55 0.104
O 1.06 1.54 0.43 -0.886
H 1.00 -0.26 -0.45 -1.119
C 4.49 2.10 -0.33 -0.859
C 5.63 2.77 -1.11 0.358
C 5.08 3.95 -1.96 -0.671
O 4.22 4.71 -1.15 -0.281
C 3.75 5.86 -1.92 -0.807
N 6.51 3.20 -0.01 -0.693
H 3.63 1.99 -0.98 -0.376
H 4.27 2.63 0.60 0.583
H 4.73 1.10 0.03 0.322
H 6.23 2.09 -1.71 0.308
H 4.48 3.52 -2.77 0.220
H 5.85 4.55 -2.44 0.555
H 3.21 5.37 -2.73 0.294
H 4.64 6.45 -2.15 0.329
H 3.19 6.58 -1.32 0.253
H 7.15 3.95 -0.22 0.254
H 5.98 3.52 0.79 0.261
C -3.61 -1.39 5.14 -1.658
C -2.46 -0.74 4.28 0.450
C -1.44 -1.73 3.61 -0.784
O -1.99 -2.49 2.58 -0.334
C -1.05 -3.54 2.15 -0.956
N -3.02 0.10 3.26 -0.520
H -4.12 -0.68 5.79 0.408
H -3.09 -2.11 5.77 0.368
H -4.35 -1.94 4.56 0.379
H -1.93 -0.10 4.99 0.025
H -1.12 -2.45 4.37 0.637
H -0.50 -1.23 3.39 0.242
H -0.10 -3.26 1.69 0.249
H -1.51 -4.07 1.32 0.343
H -0.85 -4.24 2.96 0.485
H -3.72 -0.52 2.87 0.475
H -2.45 0.37 2.46 -0.251
C 2.01 -3.93 -3.98 -1.280
C 1.13 -4.35 -2.76 0.287
C 2.03 -5.16 -1.78 -0.782
O 1.19 -5.65 -0.68 -0.357
C 1.77 -5.61 0.65 -0.576
N 0.67 -3.20 -2.02 -0.085
H 2.95 -3.55 -3.59 0.201
H 1.47 -3.17 -4.55 0.307
H 2.31 -4.71 -4.67 0.505
H 0.40 -5.06 -3.15 0.460
H 2.89 -4.59 -1.45 0.202
H 2.47 -6.00 -2.33 0.475
H 1.11 -6.05 1.40 0.248
H 2.19 -4.63 0.90 0.160
H 2.61 -6.31 0.64 0.353
H 1.37 -2.51 -1.80 -0.091
H 0.41 -3.51 -1.09 0.026
C -2.29 -1.24 -2.82 -0.751
C -3.36 -1.55 -1.82 0.615
C -3.97 -2.91 -2.17 -1.081
O -4.92 -2.80 -3.20 -0.358
C -5.52 -4.01 -3.64 -0.735
N -2.63 -1.62 -0.51 -0.116
H -1.92 -0.24 -2.64 -0.030
H -2.80 -1.20 -3.79 0.674
H -1.44 -1.92 -2.76 -0.057
H -4.13 -0.78 -1.77 0.181
H -4.54 -3.21 -1.29 0.509
H -3.21 -3.66 -2.39 0.384
H -6.28 -3.78 -4.39 0.219
H -5.92 -4.59 -2.81 0.278
H -4.62 -4.49 -4.04 0.321
H -1.84 -2.25 -0.58 0.012
H -2.17 -0.75 -0.30 -0.148
C -2.10 3.14 5.96 -1.376
C -1.15 3.39 4.76 0.036
C 0.01 2.34 4.71 0.141
O 0.94 2.78 3.74 -0.341
C 2.00 1.89 3.75 -0.529
N -2.08 3.11 3.56 -0.301
H -2.90 2.45 5.70 0.399
H -2.69 4.01 6.21 0.390
H -1.66 2.62 6.82 0.365
H -0.75 4.41 4.83 0.401
H -0.26 1.36 4.33 -0.384
H 0.46 2.26 5.70 0.460
H 2.72 2.32 4.44 0.431
H 2.55 1.97 2.81 -0.163
H 1.90 0.87 4.13 0.344
H -2.88 3.72 3.68 0.302
H -2.34 2.15 3.75 -0.154
C -5.11 2.29 0.06 -1.652
C -3.62 2.47 0.13 1.810
C -2.83 2.27 -1.21 -0.090
O -1.41 2.72 -1.12 -0.363
C -0.51 2.33 -2.22 -0.381
N -3.29 3.73 0.72 -0.408
H -5.73 2.87 -0.63 0.390
H -5.72 2.31 0.96 0.442
H -5.25 1.27 -0.31 0.273
H -3.19 1.72 0.79 -0.974
H -3.34 2.82 -2.00 0.483
H -2.92 1.18 -1.30 -0.466
H -0.89 2.32 -3.24 0.482
H -0.43 1.26 -2.04 -0.255
H 0.48 2.75 -2.03 0.272
H -3.79 3.65 1.59 0.230
H -3.77 4.48 0.25 0.256
C 2.58 1.16 -3.95 -1.120
C 2.43 -0.32 -3.44 0.656
C 2.94 -0.47 -2.01 -0.449
O 2.93 -1.87 -1.55 -0.477
C 3.51 -2.01 -0.21 -0.168
N 1.05 -0.57 -3.59 -0.326
H 2.33 1.74 -3.06 -0.125
H 1.91 1.41 -4.78 0.494
H 3.57 1.45 -4.31 0.354
H 2.85 -0.97 -4.21 0.500
H 2.17 0.11 -1.50 -0.405
H 3.91 0.03 -1.97 0.594
H 2.92 -2.76 0.31 -0.236
H 3.43 -1.07 0.33 0.032
H 4.56 -2.19 0.01 0.354
H 0.87 -1.49 -3.21 -0.207
H 1.04 -0.56 -4.60 0.367
```